No. 1
This record from OMol25 describes the molecule C22H26N6O2 at a distorted geometry. The level of theory is ωB97M-V/def2-TZVPD.

Geometry (Å):
C: -1.937 -3.866 2.122
H: -3.256 -3.246 3.705
C: 2.669 2.692 -3.992
C: -5.959 -3.652 0.103
H: -1.182 -4.265 2.804
H: 2.299 3.194 -4.874
N: 1.434 0.232 3.535
H: 5.180 0.692 -2.985
C: 4.106 0.638 -0.524
H: 5.628 1.650 -5.204
H: -3.561 -4.882 3.096
N: -1.514 -2.536 1.769
H: -1.975 -4.484 1.219
N: 0.371 1.544 1.803
H: -2.070 -2.015 1.106
N: -0.624 1.345 0.903
C: -5.546 -1.443 0.928
H: 1.462 -0.734 3.845
H: 0.535 4.144 -3.665
H: -5.741 -0.381 0.903
C: -5.035 -4.159 0.999
H: 4.556 1.329 0.190
C: 4.285 1.294 -2.932
C: -3.316 -3.860 2.805
H: 4.850 -0.100 -0.814
H: 0.432 3.591 1.611
N: 1.734 2.318 -0.456
O: 3.351 3.089 0.960
C: 3.613 1.387 -1.721
C: 0.724 3.645 -2.719
C: -6.215 -2.292 0.064
H: 2.301 0.744 3.538
H: 0.813 4.400 -1.939
C: -4.626 -1.952 1.827
H: 4.185 0.939 -5.922
N: -1.071 0.160 1.033
H: -4.112 -1.285 2.504
H: 4.426 2.683 -5.992
C: 2.214 2.747 0.723
C: 3.833 1.940 -4.072
C: -4.360 -3.316 1.873
H: 3.282 0.129 -0.023
C: 0.570 0.411 2.513
C: 4.565 1.801 -5.372
H: -4.837 -5.221 1.025
H: 1.583 2.915 2.790
C: 1.119 2.764 1.814
H: -6.480 -4.320 -0.568
C: 2.465 2.177 -1.661
C: -0.389 -0.478 2.007
H: -0.137 3.017 -2.486
O: 0.146 -2.346 3.318
C: -0.561 -1.862 2.440
H: -6.935 -1.896 -0.637
H: 0.732 2.160 -0.519
C: 1.976 2.822 -2.800

Calculated values
largest force on an atom: 1.21 eV Å⁻¹
LUMO level: 0.7 eV
E_HOMO: -8.59 eV
relative energy (zero: lowest compared OMol25 entry of this formula, charge and spin): 4.4 kJ/mol
multiplicity: 1
structure (SMILES): Cc1cc(C)c(NC(=O)Cn2nnc(C(=O)NCCc3ccccc3)c2N)c(C)c1
orbital gap: 9.29 eV

=====

No. 2
This record from OMol25 describes a cluster of 2 separate species, C3H9OS in total at a distorted geometry. The level of theory is ωB97M-V/def2-TZVPD.

Geometry (Å):
H: 3.367 -1.701 -2.766
C: -0.295 0.333 0.818
H: -2.406 -0.538 0.560
H: -1.895 0.629 1.851
S: 0.816 1.523 -1.575
C: -0.487 1.431 -0.223
H: 0.313 -0.431 0.270
H: 2.456 -1.759 -1.506
H: 0.328 0.669 1.682
O: 2.946 -2.361 -2.084
H: -1.612 -1.229 1.999
C: -1.614 -0.264 1.375
H: -1.422 1.351 -0.727
H: -0.494 2.345 0.327

Calculated values
largest force on an atom: 3.09 eV Å⁻¹
LUMO level: 3.9 eV
total charge: -1
E_HOMO: -2.46 eV
relative energy (zero: lowest compared OMol25 entry of this formula, charge and spin): 120.7 kJ/mol
multiplicity: 1
orbital gap: 6.39 eV

=====

No. 3
This record from OMol25 describes a structure of composition C24H39AsBN8OPd. The level of theory is ωB97M-V/def2-TZVPD.

Geometry (Å):
H: -4.577 0.323 0.619
H: -2.584 2.502 2.131
C: -3.069 -0.385 -0.823
H: -0.538 0.708 -4.571
H: 1.978 -2.075 3.651
H: -3.588 -0.898 -1.609
H: 1.975 4.157 -1.665
H: 3.350 4.756 0.577
N: 0.389 -1.658 -1.514
H: -4.214 -4.414 -2.287
C: 1.315 2.240 -2.398
C: -2.811 -3.246 -3.402
N: 0.699 1.318 -1.660
H: -1.333 1.355 2.678
H: 2.456 5.597 1.869
H: 3.383 -1.419 1.074
H: -3.050 1.032 2.975
C: 0.064 -1.341 2.891
C: 2.966 4.675 1.593
C: 2.362 3.150 -1.847
C: 0.681 -0.060 2.377
H: 1.198 2.761 -4.562
H: 1.498 -2.768 2.090
C: -3.551 -4.519 -3.145
H: 0.140 -3.378 -2.723
C: 1.253 3.038 3.528
H: -0.947 -1.897 4.737
N: -1.728 -0.287 -0.828
H: 3.179 3.246 -2.562
C: 0.766 -2.847 -2.029
H: -0.750 -2.100 1.013
H: 0.707 -3.303 3.570
N: -2.165 -2.631 -2.428
H: 2.584 -4.048 -1.710
H: 0.809 3.981 3.847
C: -2.667 -2.541 -4.611
N: -1.594 -1.523 -2.967
As: 1.734 3.184 1.671
H: -3.072 -2.786 -5.577
N: 1.341 -1.207 -0.676
C: 1.996 -3.171 -1.502
C: -1.069 -1.919 2.041
H: 3.799 4.496 2.272
C: -0.487 -1.011 4.292
H: 4.195 -2.707 0.164
O: 2.517 1.832 1.088
C: -3.551 0.236 0.307
H: 0.312 -0.677 4.958
H: -1.941 -1.264 2.020
H: 1.525 0.302 2.977
Pd: 0.730 0.676 0.610
H: 0.548 2.220 3.657
C: 1.134 -2.435 3.059
C: 0.007 1.107 -3.741
C: 0.886 2.158 -3.728
C: 3.589 -1.806 0.076
C: 0.163 3.849 0.757
H: 0.168 4.938 0.819
B: -0.750 -0.719 -1.965
H: 2.766 2.735 -0.926
H: -1.537 -0.678 -4.931
C: -1.888 -1.458 -4.286
C: -2.338 1.445 2.261
H: 0.166 3.525 -0.280
C: -2.414 0.714 0.966
H: -0.720 3.442 1.240
N: -0.092 0.596 -2.501
C: 2.327 -2.087 -0.669
H: -2.860 -5.334 -2.931
H: -1.242 -0.225 4.239
N: -1.332 0.413 0.252
H: 4.174 -1.049 -0.450
H: -4.148 -4.798 -4.012
H: -1.381 -2.875 2.467
H: 2.155 2.839 4.105

Calculated values
largest force on an atom: 0.86 eV Å⁻¹
LUMO level (alpha / beta): 0.4 / 0.4 eV
E_HOMO (alpha / beta): -6.39 / -7.67 eV
relative energy (zero: lowest compared OMol25 entry of this formula, charge and spin): 71.7 kJ/mol
multiplicity: 2
orbital gap (alpha / beta): 6.83 / 8.11 eV

=====

No. 4
This record from OMol25 describes a cluster of 9 separate species, C56H131N9O9 in total at a distorted geometry. The level of theory is ωB97M-V/def2-TZVPD.

Geometry (Å):
H: -5.802 1.925 1.585
C: -1.785 -7.878 0.842
H: 1.102 -4.960 -0.136
H: 0.499 4.081 -1.926
H: 2.230 6.055 4.590
H: 5.208 -1.505 3.369
C: 6.474 -0.379 -1.001
C: -3.279 -6.557 -0.641
C: 0.182 5.594 5.103
C: -1.632 -4.255 5.185
H: 0.010 7.419 1.041
H: -1.535 -4.373 6.267
H: -5.621 3.596 4.393
H: -2.476 -3.561 5.159
H: -5.421 3.660 1.681
H: 8.010 -3.436 2.301
C: -1.814 2.156 -5.581
C: -1.091 5.822 -3.395
H: -1.631 1.433 -6.374
C: 1.296 5.961 4.087
N: -0.394 6.852 -0.777
H: -2.108 3.115 -6.090
H: -2.499 8.326 -0.268
H: -2.975 4.689 0.040
C: -2.289 -5.414 -0.400
H: 1.719 8.150 -1.445
H: -1.086 -0.355 -1.735
C: -2.028 -0.897 -1.824
H: -0.253 -2.783 -3.715
C: 2.149 -1.232 -5.379
H: 2.362 -0.170 -5.384
H: 2.671 -6.699 4.445
H: 2.973 -5.579 5.803
C: -3.001 5.947 3.416
H: -2.165 5.973 2.752
H: 5.270 0.603 1.896
N: 0.925 7.250 3.509
H: 2.873 -1.875 -4.833
H: -2.753 6.009 4.520
C: 0.549 -5.033 4.836
O: 0.519 -7.282 0.967
C: 0.577 -2.777 -4.427
H: -1.766 -8.766 -1.161
H: 1.691 1.389 2.678
C: 5.816 -3.448 1.868
N: -5.501 2.647 4.054
H: -1.790 -1.884 -2.167
C: -4.248 -0.870 -3.046
H: 5.741 0.410 -1.305
O: 3.934 -0.751 0.100
H: 0.844 4.654 -0.316
H: -5.055 1.400 -5.038
H: 2.464 -2.918 1.202
H: -2.516 -1.036 -0.869
C: -2.120 6.496 -2.478
H: 3.768 2.767 3.633
C: -2.664 7.296 -0.107
H: 3.614 -1.229 -0.666
C: -3.268 -7.445 0.660
C: 0.691 6.318 -1.649
H: 3.562 -3.815 0.142
C: -4.974 2.634 1.691
C: 0.214 6.513 -3.092
H: 0.492 4.715 2.615
H: 0.238 6.301 5.941
H: -1.476 5.974 -4.423
H: -1.716 4.224 -1.174
H: -0.519 1.872 2.363
H: -2.186 7.572 -2.585
H: 5.859 -4.097 0.981
H: -3.165 6.121 -2.616
N: -0.813 -6.754 0.812
H: 0.231 1.743 -3.094
H: -2.579 7.193 0.953
H: 0.599 -6.893 -1.593
H: 3.975 4.415 3.543
H: -4.057 1.957 -6.367
H: 0.133 -3.078 5.308
H: -1.542 -7.605 2.981
H: -3.930 3.555 -4.011
N: 5.043 -1.681 0.396
H: -3.537 -6.737 1.474
C: -0.841 -5.879 -0.294
C: -4.079 1.291 -5.501
H: 8.392 -1.121 1.074
H: 2.170 4.693 -1.535
H: 1.303 -4.093 -6.082
C: -1.396 -8.992 -0.157
H: -5.474 1.969 4.802
H: -1.020 -2.508 3.367
C: 7.470 -1.715 0.985
H: 2.740 0.550 1.786
H: 6.486 -1.208 -1.699
H: 0.882 2.726 0.650
H: -0.991 -7.093 -2.066
C: 1.050 4.817 -1.344
H: 0.170 4.608 5.532
H: 1.480 -3.202 -3.922
H: -0.054 -4.361 1.015
H: -0.496 -2.311 -7.101
C: 0.084 -4.690 -0.017
H: -1.794 -9.938 0.133
H: -2.380 3.161 -3.145
C: -0.699 -3.302 -6.627
H: 5.531 -4.054 2.747
H: 3.735 -2.354 3.562
H: 7.055 -2.136 3.081
O: -0.015 6.565 0.594
C: -1.750 6.363 -0.895
H: -0.858 -9.098 2.332
C: -0.348 -6.345 -1.687
C: 0.654 0.614 1.111
H: -1.543 0.912 1.402
H: -1.085 4.766 -3.144
H: 6.546 1.209 0.900
C: 3.423 -3.383 1.128
C: 2.813 -5.625 4.713
H: 0.166 7.603 -3.234
H: 1.343 0.520 -2.258
H: -4.950 -0.325 -3.704
O: -3.913 4.827 3.199
H: 3.569 3.407 2.004
O: 0.842 -1.439 -4.815
H: 2.310 7.007 -0.452
N: -0.098 -4.963 -4.811
C: 3.390 3.611 3.057
H: 3.736 -0.894 2.635
H: 2.018 5.316 2.094
N: -2.337 0.552 -3.764
H: 0.132 -5.781 -5.393
C: -0.604 0.879 1.898
H: -4.128 0.750 -0.842
H: -3.595 6.824 3.193
C: -3.296 3.513 3.410
C: 0.375 -3.741 -5.555
H: 2.041 1.556 -0.163
C: 6.207 0.360 1.462
O: 1.753 -4.762 4.313
H: -4.211 2.549 0.910
H: -5.185 1.971 -2.845
C: 6.262 -0.873 0.517
H: -3.804 -8.373 0.688
H: -4.092 0.300 -5.973
H: -1.920 -5.197 4.652
O: -1.999 -0.442 -4.676
C: -1.708 -8.474 2.242
H: -0.650 0.193 2.753
C: 0.969 1.732 0.125
C: -3.084 -0.047 -2.600
H: 3.353 -4.198 1.892
H: 2.216 -1.571 -6.422
C: 7.153 -2.720 2.137
H: 1.534 7.503 2.702
C: 4.293 -1.750 2.879
H: 3.724 -5.298 4.171
H: -0.272 -5.495 -2.316
C: -1.966 4.912 -0.415
C: -3.304 2.762 -3.625
C: -4.384 2.471 3.108
H: 0.879 -6.707 1.687
H: -0.995 2.295 -4.881
H: -1.321 4.713 0.509
H: 0.395 -2.953 2.862
H: 7.401 0.241 -1.018
H: -2.477 3.478 2.647
H: 1.857 2.229 -2.454
H: -1.048 -0.529 -4.564
H: -1.144 -4.904 -4.773
H: -0.871 -4.089 -7.420
H: -2.691 -8.966 2.528
C: -4.237 2.257 -2.453
C: -0.318 -3.805 4.650
C: -3.488 1.123 -1.671
H: 7.733 -2.249 0.037
H: -3.861 -1.739 -3.604
H: -4.376 -6.230 -0.922
N: -0.486 -3.369 3.242
H: -3.649 7.058 -0.452
H: -0.810 5.598 4.656
H: -0.137 -3.871 -0.676
H: -4.355 3.036 -1.740
H: -0.306 -9.088 -0.298
H: 2.744 6.886 -2.157
H: -3.963 1.448 3.248
H: -1.607 -3.039 -6.101
H: -2.891 3.360 4.385
H: -2.261 -4.697 -1.194
H: -2.574 1.605 -1.265
C: 1.476 4.956 2.988
O: 0.220 1.869 -1.035
H: 0.970 8.000 4.171
H: -2.564 -4.870 0.488
H: -4.734 -1.246 -2.133
H: 0.120 -5.930 4.372
H: 1.044 6.173 -3.719
H: 0.630 -0.340 0.607
C: -2.927 1.644 -4.614
O: 2.052 3.725 3.403
H: 0.639 -5.247 5.910
H: 6.958 0.156 2.229
N: 1.783 0.561 2.126
C: 0.956 1.581 -2.262
C: 4.643 -2.479 1.564
H: -2.889 -7.173 -1.447
C: 1.989 7.137 -1.421

Calculated values
largest force on an atom: 3.69 eV Å⁻¹
LUMO level: 0.5 eV
E_HOMO: -8.17 eV
relative energy (zero: lowest compared OMol25 entry of this formula, charge and spin): 280.4 kJ/mol
multiplicity: 1
structure (SMILES): CC1(C)CCCC(C)(C)N1O.CC1(C)CCCC(C)(C)N1O.CC1(C)CCCC(C)(C)N1O.CC1(C)CCCC(C)(C)N1O.COC[C@H](C)N.COC[C@H](C)N.COC[C@H](C)N.COC[C@H](C)N.COC[C@H](C)N
orbital gap: 8.64 eV

=====

> Number 4 is which compound?

C56H131N9O9

=====

> What is the formula in the first record?

C22H26N6O2

=====

> Which of these has the lowest largest force on an atom?

C24H39AsBN8OPd

=====

> Among the records above, which one has the lowest largest force on an atom?

C24H39AsBN8OPd